No. 1
Formula: C25H48N2O3P
Source: OMol25
Level of theory: the ωB97M-V functional and the def2-TZVPD basis

Geometry as ORCA input:
```
! RIJCOSX wB97M-V def2-TZVPD def2/J DEFGRID3
* xyz 1 1
C 2.069 -0.714 5.094
C 0.751 -1.074 4.947
C 0.193 -1.658 3.633
N -1.253 -1.400 3.497
C -1.631 0.070 3.601
C -0.665 1.054 2.944
C -0.617 1.055 1.393
C 0.732 1.705 0.944
C 1.003 1.279 -0.533
C 1.994 0.088 -0.651
C 3.205 0.332 -1.578
C 2.922 -0.024 -3.063
C 1.963 1.046 -3.669
C 2.225 1.382 -5.159
C 1.757 2.843 -5.406
C 0.239 2.998 -5.216
N -0.174 4.312 -4.756
C -0.429 4.677 -3.477
C -0.824 5.977 -3.417
C -0.786 6.435 -4.779
C -0.375 5.402 -5.551
C -1.858 -1.907 2.173
C -0.912 -2.690 1.258
C -1.664 -3.010 -0.062
C -0.708 -3.526 -1.157
C -2.918 -3.888 0.139
C -2.049 -2.071 4.601
P -1.868 -3.887 4.841
O -2.902 -4.244 5.801
O -2.054 -4.758 3.513
O -0.438 -4.308 5.474
H 2.831 -1.500 5.118
H 2.348 0.332 5.237
H 0.107 -0.888 5.815
H 0.779 -1.217 2.830
H 0.442 -2.729 3.629
H -2.645 0.246 3.231
H -1.678 0.331 4.665
H -1.000 2.056 3.244
H 0.364 0.983 3.309
H -1.399 1.717 1.007
H -0.620 0.063 0.934
H 0.729 2.789 1.068
H 1.514 1.206 1.530
H 0.069 0.966 -1.015
H 1.427 2.126 -1.076
H 1.493 -0.816 -1.032
H 2.404 -0.208 0.328
H 4.076 -0.269 -1.283
H 3.539 1.378 -1.566
H 2.441 -1.008 -3.136
H 3.845 -0.058 -3.651
H 0.935 0.693 -3.541
H 2.136 1.975 -3.113
H 1.636 0.686 -5.773
H 3.281 1.311 -5.437
H 2.317 3.459 -4.692
H 2.028 3.157 -6.420
H -0.214 2.257 -4.553
H -0.226 2.848 -6.199
H -0.331 4.013 -2.623
H -1.120 6.547 -2.550
H -1.054 7.432 -5.100
H -0.229 5.418 -6.623
H -2.248 -1.081 1.576
H -2.732 -2.524 2.394
H -0.478 -3.585 1.713
H -0.071 -2.054 0.945
H -2.024 -2.029 -0.417
H -0.553 -4.606 -1.131
H -1.134 -3.216 -2.118
H 0.240 -2.977 -1.081
H -3.710 -3.249 0.556
H -2.757 -4.686 0.869
H -3.275 -4.237 -0.832
H -3.117 -1.887 4.453
H -1.815 -1.622 5.572
H -1.343 -5.422 3.481
H -0.139 -3.616 6.083
*
```

As for the SMILES: C=CC[N@@+](CCCCCCCCCCCCn1cccc1)(CCC(C)C)CP(=O)(O)O. As for the gap between HOMO and LUMO: 5.81 eV. As for the calculated total energy: -45106.903 eV. For the molar mass, the calculation gives 455.64 u.

No. 2
Formula: C25H48N4O6S
Source: OMol25
Level of theory: the ωB97M-V functional and the def2-TZVPD basis

Geometry as ORCA input:
```
! RIJCOSX wB97M-V def2-TZVPD def2/J DEFGRID3
* xyz 0 1
C 21.234 -15.825 22.910
C 20.292 -16.550 23.832
N 19.495 -17.137 24.486
H 21.536 -16.394 22.031
H 22.191 -15.766 23.429
H 20.841 -14.842 22.651
C 24.739 -12.923 24.149
C 25.238 -11.980 25.119
N 25.674 -11.165 25.838
H 25.227 -13.883 24.321
H 25.062 -12.486 23.205
H 23.654 -12.994 24.224
C 26.903 -14.010 21.727
C 27.738 -14.921 22.554
N 28.419 -15.641 23.181
H 26.939 -14.375 20.701
H 27.332 -13.008 21.717
H 25.824 -13.900 21.834
C 28.942 -19.350 20.952
C 29.963 -20.378 21.290
N 30.767 -21.192 21.568
H 28.067 -19.588 21.556
H 28.679 -19.432 19.897
H 29.116 -18.286 21.115
C 23.796 -15.674 28.089
S 22.322 -16.487 27.336
O 21.861 -17.501 28.332
C 23.315 -17.419 26.013
H 24.465 -15.048 27.499
H 24.345 -16.407 28.680
H 23.381 -15.015 28.852
H 23.553 -18.434 26.331
H 24.163 -16.823 25.673
H 22.656 -17.490 25.148
C 21.689 -14.477 15.877
C 22.397 -14.990 17.034
O 23.306 -14.393 17.490
C 21.969 -16.365 17.505
H 21.453 -15.310 15.215
H 22.275 -13.730 15.341
H 20.700 -14.042 16.018
H 20.912 -16.405 17.770
H 22.536 -16.808 18.323
H 22.010 -17.141 16.741
C 21.880 -21.349 24.829
C 22.296 -21.103 23.407
O 21.855 -20.210 22.733
C 23.374 -21.979 22.819
H 21.105 -22.115 24.842
H 21.429 -20.499 25.341
H 22.657 -21.615 25.546
H 23.219 -21.835 21.750
H 23.320 -23.000 23.198
H 24.349 -21.576 23.091
C 27.175 -20.001 24.684
C 26.997 -21.108 25.695
O 27.958 -21.738 26.051
C 25.562 -21.392 26.225
H 26.587 -20.172 23.781
H 28.213 -20.028 24.354
H 26.876 -19.008 25.021
H 25.282 -22.360 25.808
H 24.868 -20.649 25.832
H 25.316 -21.333 27.286
C 25.188 -18.370 22.444
C 24.725 -17.010 21.978
O 24.801 -16.069 22.707
C 24.262 -16.900 20.506
H 24.401 -19.113 22.323
H 25.432 -18.251 23.500
H 26.196 -18.651 22.138
H 24.907 -17.460 19.830
H 24.157 -15.856 20.210
H 23.216 -17.201 20.451
C 25.786 -16.397 16.645
C 26.592 -15.310 15.867
O 27.811 -15.120 16.036
C 25.902 -14.589 14.692
H 25.278 -16.030 17.536
H 26.569 -17.144 16.774
H 24.992 -16.748 15.986
H 25.848 -15.385 13.949
H 26.389 -13.767 14.167
H 24.984 -14.114 15.036
*
```

The energy above the lowest of the compared OMol25 structures with the same formula, charge and spin comes out at 0.000 eV. As for the gap between HOMO and LUMO: 9.08 eV. As for the calculated total energy: -55779.155 eV. For the molar mass, the calculation gives 532.75 u.

No. 3
Formula: C25H49BBrCl8IO7S
Source: OMol25
Level of theory: the ωB97M-V functional and the def2-TZVPD basis

Geometry as ORCA input:
```
! RIJCOSX wB97M-V def2-TZVPD def2/J DEFGRID3
* xyz 0 1
C -5.365 5.077 1.576
C -3.919 4.554 1.573
C -3.836 3.058 1.922
C -2.367 2.602 1.828
C -2.155 1.171 1.296
Br -3.333 0.079 2.474
O -2.683 1.289 -0.015
S -2.562 0.095 -1.060
O -3.035 0.577 -2.318
O -3.237 -1.050 -0.537
C -0.781 -0.147 -1.129
C -0.656 -1.170 -2.297
C 0.717 -1.772 -2.618
C 1.010 -1.751 -4.116
I -0.378 -2.949 -5.224
B -0.126 1.180 -1.798
C -0.867 2.531 -2.144
O 1.207 1.108 -2.137
C -0.289 -0.500 0.317
C -0.898 -1.812 0.911
C -1.115 -3.049 0.033
O -1.133 -4.206 0.886
C 1.236 -0.767 0.368
O 1.560 -2.109 0.099
C 2.768 -2.526 0.712
C 2.537 -3.069 2.113
C -0.606 0.673 1.366
C 0.229 1.957 1.222
C 1.740 1.996 0.935
O -0.465 0.053 2.627
C -0.024 0.736 3.775
C 1.495 0.819 3.978
H -5.565 5.672 2.464
H -5.576 5.663 0.685
H -6.050 4.230 1.541
H -3.258 5.145 2.204
H -3.534 4.651 0.554
H -4.205 2.948 2.939
H -4.462 2.539 1.202
H -1.931 2.693 2.818
H -1.911 3.289 1.122
H -0.970 -0.628 -3.197
H -1.394 -1.968 -2.239
H 1.543 -1.243 -2.156
H 0.791 -2.810 -2.298
H 0.855 -0.741 -4.493
H 2.024 -2.059 -4.343
H -1.390 2.972 -1.299
H -0.148 3.275 -2.498
H -1.600 2.405 -2.941
H 1.343 1.602 -2.951
H -1.872 -1.631 1.350
H -0.265 -2.177 1.714
H -2.059 -3.020 -0.505
H -0.320 -3.242 -0.677
H -2.007 -4.284 1.267
H 1.529 -0.536 1.395
H 1.809 -0.118 -0.290
H 3.469 -1.685 0.756
H 3.205 -3.294 0.076
H 1.966 -2.378 2.729
H 2.037 -4.033 2.047
H 3.517 -3.219 2.567
H -0.213 2.561 0.432
H 0.110 2.590 2.098
H 2.094 3.007 1.140
H 1.978 1.806 -0.107
H 2.344 1.320 1.531
H -0.432 0.178 4.617
H -0.436 1.741 3.893
H 1.887 1.803 3.733
H 2.019 0.033 3.439
H 1.705 0.661 5.037
Cl 6.297 -5.799 4.474
C 5.892 -5.214 2.858
Cl 6.176 -3.478 2.681
H 6.505 -5.736 2.134
H 4.841 -5.404 2.673
Cl 3.721 -6.351 -2.397
C 2.504 -5.958 -1.178
Cl 3.131 -6.130 0.468
H 2.192 -4.930 -1.318
H 1.664 -6.631 -1.294
Cl -1.735 8.171 2.480
C -0.418 7.482 1.526
Cl -0.855 5.909 0.843
H -0.189 8.158 0.712
H 0.443 7.350 2.170
Cl 0.551 -2.703 -10.283
C -0.439 -1.586 -9.337
Cl 0.500 -0.222 -8.719
H -1.227 -1.200 -9.973
H -0.853 -2.123 -8.491
*
```

The energy above the lowest of the compared OMol25 structures with the same formula, charge and spin comes out at 0.000 eV. As for the SMILES: CCCC[C@@]1(Br)OS(=O)(=O)[C@@](CCCI)(B(C)O)[C@@](CCO)(COCC)[C@]1(CC)OCC.ClCCl.ClCCl.ClCCl.ClCCl. As for the gap between HOMO and LUMO: 9.63 eV. As for the calculated total energy: -230885.866 eV. For the molar mass, the calculation gives 994.97 u.